# 1
15
Properties=species:S:1:pos:R:3:nbo_charge:R:1 method="wB97M-V/def2-TZVPD" relative_energy_kj_mol=497.0 orbital_gap_ha="0.2332 / 0.2149" homo_ev="-7.19 / -6.97"
C 1.62 -1.95 -0.95 -1.1771
C -2.64 1.33 0.13 -0.9048
C 1.02 -0.03 1.43 -0.9724
N -0.73 -0.23 -0.55 -1.2261
P 1.05 -0.54 -0.20 1.4181
P -0.99 1.27 0.30 1.1064
H 2.28 -1.84 -1.76 0.2374
H 1.61 -2.91 -0.41 0.2383
H -3.09 2.22 0.54 0.2225
H -3.05 0.37 0.18 0.2442
H 0.34 -0.67 1.98 0.2273
H 2.00 0.27 1.90 0.2534
H -0.98 -0.23 -1.58 0.4127
H 1.60 0.55 -0.76 -0.0898
H -0.03 2.37 -0.26 0.0099

***

# 2
27
Properties=species:S:1:pos:R:3:nbo_charge:R:1 method="wB97M-V/def2-TZVPD" relative_energy_kj_mol=0.0 smiles=CS[C@](C)(I)N(C)c1ccccc1 orbital_gap_ha=0.2986 homo_ev=-8.01
C -0.58 1.40 -1.89 -0.7133
S 1.22 1.06 -1.90 0.2313
C 1.65 0.91 -0.16 -0.0060
C 2.15 2.29 0.42 -0.6894
I 3.51 -0.46 0.06 -0.0221
N 0.54 0.28 0.68 -0.5020
C 0.64 0.54 2.07 -0.4140
C -0.31 -0.73 0.23 0.1485
C -1.54 -0.93 0.94 -0.2222
C -2.51 -1.81 0.45 -0.2162
C -2.15 -2.54 -0.66 -0.2258
C -0.93 -2.49 -1.24 -0.2143
C -0.06 -1.60 -0.78 -0.2057
H -0.83 2.02 -1.12 0.2137
H -1.05 0.48 -1.77 0.2250
H -0.81 1.94 -2.84 0.2385
H 2.95 2.65 -0.30 0.2448
H 1.33 3.02 0.43 0.2235
H 2.71 2.29 1.37 0.2281
H -0.13 1.21 2.38 0.1899
H 0.40 -0.40 2.77 0.2069
H 1.62 0.96 2.34 0.2238
H -1.68 -0.36 1.85 0.2058
H -3.45 -1.79 0.98 0.2230
H -2.78 -3.30 -1.14 0.2074
H -0.75 -3.14 -2.03 0.2140
H 0.85 -1.47 -1.16 0.2067

***

# 3
73
Properties=species:S:1:pos:R:3:mulliken_charge:R:1 method="wB97M-V/def2-TZVPD" total_charge=+1 orbital_gap_ha=0.2784 homo_ev=-10.78
O -2.32 1.37 3.27 -0.3596
C -2.61 0.16 2.45 -0.4961
C -1.22 -0.74 2.46 -0.5371
C -0.21 -0.10 1.34 -0.1285
C 0.95 -1.15 0.76 -0.4165
C 1.50 -0.15 -0.46 -0.7413
C 1.59 1.23 0.47 -0.1404
P 1.33 2.80 -0.65 0.1836
O 2.49 4.04 -0.17 -0.5098
Br -0.79 3.65 -0.35 0.0532
N 0.65 1.10 1.68 0.0844
H -2.17 2.09 2.60 0.0724
H -2.91 0.51 1.37 0.3184
H -3.46 -0.51 2.90 0.2924
H -0.76 -0.88 3.52 0.2906
H -1.55 -1.81 2.04 0.3289
H -0.89 0.27 0.46 0.1592
H 0.59 -2.24 0.46 0.3425
H 1.87 -1.09 1.52 0.2287
H 0.63 0.16 -1.22 0.3237
H 2.47 -0.52 -1.00 0.2959
H 2.75 1.23 0.75 0.3452
H 3.42 3.67 -0.36 0.3499
H -0.02 1.88 1.87 0.0855
H 1.34 0.95 2.47 0.4621
C 0.24 -3.12 -2.48 0.1157
O -0.73 -3.23 -1.74 -0.6575
N 0.97 -4.17 -2.99 0.1859
C 2.11 -3.96 -3.86 -1.1156
C 0.59 -5.53 -2.65 -0.9524
H 0.61 -2.14 -2.79 0.2841
H 1.92 -4.45 -4.82 0.6689
H 3.00 -4.40 -3.39 0.3044
H 2.29 -2.90 -4.03 0.2973
H -0.44 -5.70 -2.99 0.3114
H 0.63 -5.65 -1.57 0.2987
H 1.26 -6.25 -3.13 0.3491
C 3.81 -4.73 -7.07 0.0948
O 2.83 -4.83 -6.33 -0.6463
N 4.54 -5.77 -7.58 0.1116
C 5.68 -5.56 -8.45 -0.8999
C 4.16 -7.13 -7.24 -0.9372
H 4.18 -3.74 -7.38 0.2882
H 5.49 -6.05 -9.41 0.3378
H 6.56 -6.00 -7.98 0.3376
H 5.85 -4.50 -8.62 0.2878
H 3.13 -7.30 -7.58 0.2941
H 4.20 -7.25 -6.16 0.2798
H 4.83 -7.85 -7.72 0.3771
C 0.03 4.78 6.68 0.0783
O 0.67 5.55 5.98 -0.5661
N -0.85 3.82 6.22 0.2156
C -1.58 2.96 7.13 -0.8652
C -1.05 3.68 4.80 -0.9668
H 0.10 4.81 7.78 0.2704
H -1.32 1.92 6.91 0.2797
H -2.65 3.11 6.97 0.2785
H -1.34 3.18 8.17 0.3348
H -0.09 3.44 4.33 0.1559
H -1.42 4.62 4.39 0.2870
H -1.77 2.88 4.59 0.5813
C -3.63 4.53 1.63 0.1827
O -2.70 4.15 2.33 -0.4478
N -4.81 5.08 2.09 0.1104
C -5.86 5.51 1.19 -0.9293
C -5.00 5.23 3.52 -0.8859
H -3.59 4.46 0.53 0.0757
H -6.04 6.57 1.35 0.3490
H -6.77 4.94 1.42 0.3494
H -5.58 5.33 0.15 0.2800
H -4.21 5.87 3.92 0.2895
H -4.93 4.25 3.99 0.2628
H -5.97 5.67 3.73 0.3774

***

# 4
22
Properties=species:S:1:pos:R:3:nbo_charge:R:1 method="wB97M-V/def2-TZVPD" relative_energy_kj_mol=174.2 smiles="C=N/C(=N/C)N(C)S(C)(=O)=O" orbital_gap_ha=0.3556 homo_ev=-9.99
C -2.84 -0.83 0.71 0.0391
N -1.61 -0.78 0.33 -0.4881
C -0.96 0.34 -0.11 0.5187
N -1.36 1.53 -0.05 -0.3826
C -0.65 2.75 -0.46 -0.4363
N 0.39 -0.01 -0.75 -0.7161
C 0.45 -1.13 -1.57 -0.4452
S 1.66 0.09 0.28 2.2709
C 1.77 -1.34 1.39 -0.9012
O 2.90 0.05 -0.55 -0.9432
O 1.50 1.30 1.06 -0.9387
H -3.13 -1.72 1.32 0.1737
H -3.50 -0.02 0.78 0.1705
H 0.44 2.61 -0.53 0.2209
H -0.90 3.51 0.26 0.2147
H -1.08 2.96 -1.46 0.2118
H -0.27 -1.08 -2.52 0.2131
H 1.49 -1.05 -1.93 0.2510
H 0.28 -2.12 -1.12 0.1956
H 2.52 -1.12 2.20 0.2695
H 0.78 -1.74 1.82 0.2560
H 2.15 -2.21 0.90 0.2460

***

# 5
11
Properties=species:S:1:pos:R:3:nbo_charge:R:1 method="wB97M-V/def2-TZVPD" relative_energy_kj_mol=293.4 orbital_gap_ha=0.3652 homo_ev=-9.35
H 1.88 -1.68 -1.31 0.3562
N 1.52 -0.84 -0.86 -0.7095
C 0.26 -0.85 -0.91 0.6504
O -0.49 -1.85 -1.40 -0.6765
N -0.58 0.26 -0.53 -0.4278
N 0.30 1.62 -0.52 -0.2328
C -0.16 1.08 0.51 0.5091
N -0.37 1.21 1.82 -0.8001
H -1.41 -1.53 -1.44 0.4958
H -0.03 2.03 2.30 0.4178
H -0.92 0.54 2.33 0.4173

***

# 6
36
Properties=species:S:1:pos:R:3:mulliken_spin:R:1 method="wB97M-V/def2-TZVPD" total_charge=+1 relative_energy_kj_mol=385.1 orbital_gap_ha="0.4048 / 0.0829" homo_ev="-14.40 / -13.79" multiplicity=2 s_squared=0.7543
O 0.23 -2.90 -2.19 0.0715
H -0.50 -2.74 -1.59 -0.0022
H 0.04 -2.61 -3.07 -0.0020
O -0.79 1.89 1.61 0.1883
H 0.01 2.25 1.98 -0.0061
H -1.42 2.61 1.75 -0.0056
O 1.29 1.11 4.40 0.0836
H 1.59 0.62 3.62 -0.0035
H 0.46 0.63 4.53 -0.0032
O -2.86 -2.98 -0.58 0.0003
H -3.80 -2.80 -0.35 0.0000
H -2.80 -3.11 0.38 0.0000
O 1.90 -4.17 0.59 0.0778
H 2.00 -4.39 -0.32 -0.0024
H 0.99 -4.32 0.75 -0.0027
O 3.87 1.92 1.86 0.2554
H 3.13 2.23 1.38 -0.0089
H 4.64 1.85 1.28 -0.0077
O 4.56 0.03 -0.34 0.1623
H 3.91 -0.40 0.22 -0.0059
H 4.42 -0.48 -1.16 -0.0055
O 1.72 1.32 -3.73 0.0232
H 1.12 0.62 -3.42 -0.0009
H 1.26 2.06 -3.34 -0.0013
O -0.69 3.05 -1.06 0.1748
H 0.06 3.39 -1.55 -0.0060
H -1.26 2.71 -1.77 -0.0074
O -3.77 1.24 -0.30 0.0002
H -3.49 0.32 -0.45 0.0001
H -3.88 1.24 0.65 0.0000
O -2.09 0.76 -2.45 0.0365
H -2.44 1.06 -1.60 -0.0014
H -2.13 1.45 -3.12 -0.0019
O -1.97 -1.43 2.36 0.0008
H -2.24 -0.79 2.98 -0.0003
H -1.08 -1.22 2.07 0.0000

***

# 7
18
Properties=species:S:1:pos:R:3:nbo_charge:R:1 method="wB97M-V/def2-TZVPD" relative_energy_kj_mol=85.3 smiles=CSSCCN.O orbital_gap_ha=0.3260 homo_ev=-8.34
C -1.12 -2.58 -0.24 -0.7719
S -0.37 -1.68 1.10 0.0918
S 1.40 -0.80 0.31 0.0630
C 0.89 -0.11 -1.34 -0.5336
C 0.16 1.22 -1.17 -0.2584
N 0.77 2.18 -0.19 -0.8018
H -2.16 -2.30 -0.35 0.2292
H -0.98 -3.65 -0.05 0.2278
H -0.64 -2.42 -1.21 0.2258
H 1.79 -0.03 -1.97 0.2260
H 0.33 -0.92 -1.80 0.2197
H -0.15 1.78 -2.05 0.2041
H -0.79 0.88 -0.72 0.1849
H 1.76 2.00 -0.32 0.3425
H 0.57 1.76 0.70 0.3494
O -0.10 1.44 3.29 -0.9133
H -1.02 1.27 3.50 0.4603
H -0.36 1.96 2.51 0.4546

***

# 8
34
Properties=species:S:1:pos:R:3:nbo_charge:R:1 method="wB97M-V/def2-TZVPD" relative_energy_kj_mol=103.5 smiles="O=C(CSc1ncnc2ccccc12)NCc1ccco1" orbital_gap_ha=0.3096 homo_ev=-8.61
O 1.32 0.16 3.48 -0.6167
C 0.26 0.31 2.93 0.6996
C -0.37 1.69 2.76 -0.6145
S -1.34 1.86 1.23 0.2619
C -0.13 1.30 0.08 0.1454
N 1.05 1.03 0.57 -0.5103
C 1.99 0.60 -0.29 0.2789
N 1.84 0.40 -1.56 -0.4691
C 0.62 0.65 -2.09 0.2656
C 0.39 0.43 -3.46 -0.2271
C -0.84 0.67 -4.00 -0.1851
C -1.90 1.14 -3.20 -0.2173
C -1.71 1.37 -1.86 -0.1618
C -0.45 1.13 -1.29 -0.1938
N -0.53 -0.71 2.52 -0.6274
C -0.01 -2.05 2.32 -0.2689
C 0.25 -2.30 0.87 0.2621
C 1.38 -2.64 0.19 -0.3006
C 1.02 -2.68 -1.18 -0.3058
C -0.30 -2.36 -1.23 0.0815
O -0.78 -2.12 0.01 -0.4217
H -1.08 1.89 3.57 0.2510
H 0.42 2.44 2.77 0.2599
H 2.95 0.39 0.15 0.1874
H 1.21 0.07 -4.06 0.2296
H -1.02 0.50 -5.05 0.2188
H -2.86 1.32 -3.65 0.2194
H -2.51 1.73 -1.23 0.2217
H -1.37 -0.49 2.00 0.4024
H -0.75 -2.77 2.71 0.2108
H 0.92 -2.13 2.89 0.2535
H 2.35 -2.83 0.61 0.2316
H 1.66 -2.91 -2.01 0.2327
H -0.99 -2.26 -2.04 0.2063